No. 1
Here is C17H25N3O3 in the gas phase from the Open Molecules 2025 dataset. Energies are from ωB97M-V/def2-TZVPD.

Calculated values
Gap between HOMO and LUMO, eV: 9.65
SMILES: CCOC(=O)N1CCC(NCCNC(=O)c2ccccc2)CC1
Energy above the lowest of the compared OMol25 structures with the same formula, charge and spin, kcal/mol: 32.6

Element x y z (Å)
C  -8.31  -1.07  -0.17
C  -7.46  0.16  0.05
O  -6.09  -0.20  -0.16
C  -5.21  0.82  -0.04
O  -5.54  1.96  0.24
N  -3.94  0.44  -0.29
C  -3.52  -0.93  -0.51
C  -2.65  -1.42  0.64
C  -1.46  -0.48  0.90
N  -0.48  -0.65  -0.15
C  0.83  -0.09  0.11
C  1.80  -0.55  -0.99
N  3.13  -0.05  -0.77
C  4.16  -0.85  -0.36
O  4.04  -2.05  -0.22
C  5.45  -0.14  -0.11
C  6.30  -0.65  0.86
C  7.51  -0.04  1.13
C  7.89  1.08  0.41
C  7.06  1.59  -0.58
C  5.84  0.98  -0.84
C  -1.99  0.96  1.08
C  -2.86  1.38  -0.10
H  -8.17  -1.45  -1.19
H  -9.36  -0.83  -0.02
H  -8.02  -1.86  0.52
H  -7.58  0.55  1.06
H  -7.73  0.96  -0.65
H  -2.95  -0.97  -1.45
H  -4.41  -1.55  -0.62
H  -2.28  -2.42  0.42
H  -3.26  -1.47  1.55
H  -0.97  -0.80  1.83
H  -0.84  -0.31  -1.03
H  0.84  1.01  0.15
H  1.18  -0.47  1.07
H  1.86  -1.64  -0.98
H  1.44  -0.22  -1.97
H  3.26  0.95  -0.75
H  5.99  -1.53  1.40
H  8.16  -0.44  1.89
H  8.83  1.56  0.61
H  7.36  2.45  -1.15
H  5.21  1.37  -1.63
H  -2.59  1.00  2.00
H  -1.16  1.65  1.19
H  -2.26  1.42  -1.02
H  -3.30  2.36  0.08

Here are the natural (NBO) charges for atoms 1 to 4, given in e:
1. C -0.622
2. C -0.061
3. O -0.534
4. C 0.897

No. 2
Here is a molecular structure, C2H4LiO2Tl at a distorted geometry from the Open Molecules 2025 dataset. Energies are from ωB97M-V/def2-TZVPD.

Calculated values
Net charge: +3
Gap between HOMO and LUMO (spin up / spin down), eV: 7.18 / 7.18
2S+1: 2

Element x y z (Å)
O  1.64  0.32  0.29
C  -0.12  -0.07  0.82
C  -1.05  -0.37  -0.31
O  0.02  0.12  -1.13
Tl  1.67  -0.92  -1.22
Li  1.42  2.15  -0.50
H  -0.46  0.76  1.44
H  0.01  -0.89  1.54
H  -1.89  0.33  -0.42
H  -1.24  -1.43  -0.51

Here are the Löwdin charges for atoms 1 to 4, given in e:
1. O -0.307
2. C 0.105
3. C -0.064
4. O -0.170

No. 3
Here is 2 unconnected molecules or ions with the total composition C8H15IO5P at a distorted geometry from the Open Molecules 2025 dataset. Energies are from ωB97M-V/def2-TZVPD.

Calculated values
Net charge: -1
Gap between HOMO and LUMO, eV: 7.07
Energy above the lowest of the compared OMol25 structures with the same formula, charge and spin, kcal/mol: 21.7

Element x y z (Å)
C  2.11  -1.08  1.10
C  -0.65  -2.06  2.22
C  -2.81  1.10  -2.58
C  2.93  2.21  0.66
C  -0.03  -2.32  0.83
C  -2.30  0.13  -1.48
C  1.91  2.24  -0.46
C  0.84  -1.22  0.41
O  2.22  -1.42  -0.13
O  2.71  -1.01  2.12
O  -0.53  1.28  0.92
O  -0.91  0.18  -1.34
O  1.42  0.95  -0.75
P  0.05  0.36  -0.12
I  -3.41  -3.16  -0.23
H  -1.07  -3.02  2.65
H  -1.49  -1.24  2.19
H  0.08  -1.77  2.89
H  -2.31  1.01  -3.57
H  -3.87  0.85  -2.81
H  -2.80  2.08  -2.19
H  3.82  1.56  0.39
H  3.27  3.28  0.79
H  2.63  1.82  1.65
H  -0.83  -2.63  0.21
H  0.51  -3.21  0.65
H  -2.67  -0.99  -1.52
H  -2.60  0.64  -0.61
H  2.49  2.35  -1.36
H  1.30  3.11  -0.54

Here are the natural (NBO) charges for atoms 1 to 4, given in e:
1. C 0.799
2. C -0.600
3. C -0.628
4. C -0.641

No. 4
Here is C4H9ClS in the gas phase at a distorted geometry from the Open Molecules 2025 dataset. Energies are from ωB97M-V/def2-TZVPD.

Calculated values
Gap between HOMO and LUMO, eV: 10.05
SMILES: C[C@H](Cl)[C@@H](C)S
Energy above the lowest of the compared OMol25 structures with the same formula, charge and spin, kcal/mol: 14.5

Element x y z (Å)
C  -0.91  -1.23  0.87
C  -0.94  0.01  0.01
Cl  -2.28  -0.20  -1.17
C  0.37  0.27  -0.81
C  1.04  1.49  -0.13
S  1.46  -1.15  -1.08
H  -1.81  -1.16  1.43
H  0.01  -1.14  1.52
H  -0.86  -2.18  0.43
H  -1.17  0.93  0.55
H  0.17  0.49  -1.90
H  0.27  2.22  0.08
H  1.52  1.24  0.87
H  1.80  1.90  -0.85
H  1.32  -1.50  0.19

Here are the natural (NBO) charges for atoms 1 to 4, given in e:
1. C -0.632
2. C -0.171
3. Cl -0.082
4. C -0.364

No. 5
Here is C2H5ISi in the gas phase at a distorted geometry from the Open Molecules 2025 dataset. Energies are from ωB97M-V/def2-TZVPD.

Calculated values
Gap between HOMO and LUMO, eV: 9.71
Energy above the lowest of the compared OMol25 structures with the same formula, charge and spin, kcal/mol: 35.6

Element x y z (Å)
C  0.05  1.08  0.23
C  -0.07  -1.03  0.24
Si  1.18  -0.09  -0.81
I  3.49  -0.05  0.07
H  -0.77  1.55  -0.19
H  0.56  1.41  1.08
H  0.42  -1.31  1.21
H  -1.01  -1.54  0.19
H  1.36  -0.42  -2.23

Here are the natural (NBO) charges for atoms 1 to 4, given in e:
1. C -0.766
2. C -0.851
3. Si 1.099
4. I -0.241

No. 6
Here is a molecular structure, C3H4O3V at a distorted geometry from the Open Molecules 2025 dataset. Energies are from ωB97M-V/def2-TZVPD.

Calculated values
Net charge: +1
Gap between HOMO and LUMO (spin up / spin down), eV: 7.01 / 9.49
Energy above the lowest of the compared OMol25 structures with the same formula, charge and spin, kcal/mol: 109.4
2S+1: 5

Element x y z (Å)
O  -2.74  0.25  1.45
C  -3.78  0.50  1.82
O  0.99  -0.79  1.09
C  1.58  -0.17  0.07
C  0.52  -0.40  -1.21
O  -0.34  0.53  -0.60
V  -0.82  -0.39  1.04
H  0.87  1.30  -0.54
H  0.99  0.06  -2.09
H  2.30  0.56  0.46
H  0.43  -1.46  -1.50

Here are the natural (NBO) charges for atoms 1 to 4, given in e:
1. O -0.672
2. C 0.727
3. O -0.747
4. C 0.160

| no. | E (Ha) |
| --- | --- |
| 1 | -1052.8277 |
| 2 | -407.4623 |
| 3 | -1329.1587 |
| 4 | -1016.1653 |
| 5 | -666.3153 |
| 6 | -1285.9360 |